The following is a DFT calculation (ωB97M-V with the def2-TZVPD basis set) of one molecule with the formula C3H4O4 in a non-equilibrium geometry.

XYZ file:
```
11
Properties=species:S:1:pos:R:3
C -0.354 1.570 0.725
C 0.175 0.216 0.562
C 0.053 -0.664 -0.653
O -0.914 0.439 1.391
O 1.309 -0.355 0.869
O 0.672 -0.342 -1.750
O -0.343 -1.919 -0.539
H 0.166 2.272 1.363
H -0.979 1.988 -0.054
H 1.026 -1.124 -2.208
H -0.811 -2.080 0.295
```

Values from the calculation:
- HOMO-LUMO gap: 9.1772 eV
- HOMO level: -8.9 eV
- M: 104.061 g mol⁻¹
- Energy relative to the best compared isomer or geometry (same formula, charge and spin): 326.0 kJ/mol
- Maximum force: 1.94 eV Å⁻¹
- E_LUMO: 0.24 eV